{"formula": "C2H4N4O", "method": "the ωB97M-V functional and the def2-TZVPD basis", "elements": ["C", "C", "H", "H", "H", "H", "N", "N", "N", "N", "O"], "xyz": [[-0.815110, -0.159967, -0.017140], [0.716717, -0.362029, 0.080906], [-2.697537, -0.810544, -0.444598], [-1.588370, -1.941531, -0.379989], [1.524763, -2.137529, 0.673175], [2.409259, -1.374067, -0.493818], [-1.866088, -1.101515, 0.108911], [-0.982719, 1.124209, 0.013299], [1.259431, 0.831577, 0.038066], [1.455632, -1.487821, -0.080859], [0.234807, 1.728812, -0.036661]], "forces_ev_per_a": [[2.237, 0.298, 1.154], [-2.034, 2.237, -0.796], [0.726, 0.249, 0.866], [0.311, -0.412, 0.247], [-0.363, -0.266, 0.513], [-1.426, 0.301, 0.559], [0.035, 0.521, -1.363], [-0.537, -0.567, -0.531], [-0.979, -1.119, 0.022], [1.858, -1.267, -0.989], [0.173, 0.027, 0.319]], "homo_ha": -0.342, "gap_ev": 10.04, "de_lowest_ev": 2.924, "smiles": "Nc1nonc1N", "lumo_ev": 0.74}


{"formula": "C2H7N5O", "method": "the ωB97M-V functional and the def2-TZVPD basis", "elements": ["C", "C", "H", "H", "H", "H", "H", "H", "H", "N", "N", "N", "N", "N", "O"], "xyz": [[-0.384858, 1.097981, -0.395696], [0.250509, -1.318744, 0.075028], [0.126366, 2.540911, 0.934027], [-0.477509, 3.069257, -0.508857], [-1.970477, 1.727075, -1.289430], [1.312639, 0.278316, 0.553213], [-1.271493, -2.605339, -0.218051], [-1.486339, -1.048785, -1.013405], [2.559626, -1.964915, 1.704472], [0.114780, 2.351407, -0.088809], [-1.514294, 0.891925, -1.051761], [0.461249, 0.090879, 0.070374], [-0.874550, -1.723859, -0.585783], [1.055556, -2.110503, 0.611639], [2.098796, -1.275607, 1.203038]], "forces_ev_per_a": [[-1.835, -1.151, -0.705], [-2.556, 2.942, -1.890], [0.305, -0.386, -1.011], [0.326, -0.252, 0.121], [-0.582, 1.416, -0.171], [0.386, 0.902, 0.056], [0.401, 0.986, -0.678], [-0.046, 0.406, 0.167], [0.051, 0.524, -0.125], [-0.227, 1.396, 1.028], [3.194, -1.650, 1.310], [-1.205, -1.016, -0.524], [-0.019, -2.202, 0.893], [1.693, -0.412, 1.164], [0.115, -1.504, 0.366]], "homo_ha": -0.310, "gap_ev": 9.15, "de_lowest_ev": 0.858, "smiles": "[H]/N=C(\\N)N/C(N)=N\\O", "lumo_ev": 0.72}


{"formula": "C43H50Br2F4N8O4PS", "method": "the ωB97M-V functional and the def2-TZVPD basis", "elements": ["C", "C", "C", "C", "C", "C", "C", "C", "F", "Br", "C", "F", "F", "Br", "C", "C", "C", "C", "F", "N", "N", "P", "N", "O", "C", "C", "C", "C", "C", "S", "O", "O", "O", "H", "H", "H", "H", "H", "H", "H", "H", "H", "H", "H", "H", "H", "H", "H", "H", "H", "H", "H", "H", "H", "H", "H", "H", "H", "N", "C", "C", "C", "C", "C", "H", "H", "H", "H", "H", "N", "C", "C", "C", "C", "C", "H", "H", "H", "H", "H", "N", "C", "C", "C", "C", "C", "H", "H", "H", "H", "H", "N", "C", "C", "C", "C", "C", "H", "H", "H", "H", "H", "N", "C", "C", "C", "C", "C", "H", "H", "H", "H", "H"], "xyz": [[-3.157355, 4.744856, 0.618949], [-2.742490, 3.673953, 0.910716], [-2.328705, 2.318731, 1.199048], [-0.998465, 1.847162, 0.615340], [0.093847, 1.635804, 1.440606], [0.022693, 1.932768, 2.904323], [-0.822678, 0.860255, 3.642749], [-0.061571, -0.399606, 4.008477], [0.432413, -0.924940, 2.864190], [1.343768, -0.000366, 5.273106], [-1.097833, -1.433060, 4.676988], [-2.316706, -0.880954, 4.772576], [-0.727986, -1.776704, 5.908770], [-1.264030, -3.045534, 3.610527], [1.276702, 1.141741, 0.814767], [2.534978, 0.872543, 1.620482], [3.118603, -0.534785, 1.338171], [3.985810, -0.623177, 0.093672], [5.325221, -0.668126, 0.426904], [1.390099, 0.869252, -0.455068], [0.335389, 1.092598, -1.237648], [0.786651, 0.609702, -2.986298], [0.266669, 1.823741, -3.992254], [-0.255703, -0.586875, -3.352562], [-0.809001, 1.569341, -0.757265], [-1.910963, 1.840821, -1.744457], [-1.871985, 3.291640, -2.336987], [-0.668563, 4.139838, -1.961566], [-0.679395, 5.478108, -2.739611], [-0.953051, 6.871370, -1.685955], [-0.509661, 6.609454, -0.350649], [-2.288465, 7.351344, -1.831041], [0.051919, 7.922169, -2.332816], [-3.611473, 5.674130, 0.380899], [-3.092517, 1.607456, 0.889124], [-2.245942, 2.229117, 2.269247], [0.981610, 2.096693, 3.370276], [-0.522560, 2.868718, 3.007936], [-1.303412, 1.324697, 4.494401], [-1.604145, 0.534889, 2.965153], [3.274775, 1.595670, 1.282518], [2.344675, 0.928649, 2.678323], [3.765585, -0.777338, 2.175545], [2.304619, -1.248375, 1.308663], [3.833089, 0.193955, -0.602970], [3.744569, -1.539815, -0.442877], [1.035338, 2.302444, -4.440571], [-0.460555, 1.563496, -4.648594], [-0.898346, -0.762420, -2.651770], [-1.940275, 1.103461, -2.538261], [-2.846692, 1.737265, -1.211265], [-1.825300, 3.189176, -3.417703], [-2.808489, 3.785076, -2.118140], [0.252943, 3.641013, -2.238009], [-0.591244, 4.345063, -0.899113], [0.260309, 5.611748, -3.259325], [-1.469569, 5.428212, -3.477926], [0.328817, 8.473288, -1.582468], [-3.487359, -0.984031, -7.223725], [-3.813002, -2.196578, -7.665045], [-3.406015, -3.374121, -7.052343], [-2.614240, -3.286398, -5.919868], [-2.264892, -2.030537, -5.448076], [-2.728180, -0.919489, -6.134713], [-4.431747, -2.220246, -8.554900], [-3.703354, -4.332257, -7.454952], [-2.274037, -4.180845, -5.413941], [-1.647943, -1.912591, -4.570398], [-2.479698, 0.083655, -5.798622], [4.102187, -3.464343, 2.821192], [4.613636, -4.554026, 2.252199], [3.851706, -5.648458, 1.863115], [2.483995, -5.605099, 2.077376], [1.934876, -4.480110, 2.669301], [2.785395, -3.444991, 3.020482], [5.687917, -4.544657, 2.105059], [4.320665, -6.508586, 1.405871], [1.852216, -6.435875, 1.792474], [0.872497, -4.403395, 2.858248], [2.398057, -2.545628, 3.488142], [1.129507, 1.240873, -7.539643], [0.903622, 1.836244, -8.710303], [0.411584, 1.175069, -9.825063], [0.138843, -0.179275, -9.721827], [0.368190, -0.816179, -8.513417], [0.862518, -0.062605, -7.462222], [1.131401, 2.895444, -8.750314], [0.245806, 1.710079, -10.749449], [-0.247456, -0.729461, -10.569690], [0.167922, -1.871270, -8.387246], [1.055559, -0.519143, -6.495998], [0.327258, -7.375990, 3.932801], [-0.609657, -8.314393, 4.061220], [-0.767268, -9.096483, 5.194718], [0.098792, -8.896400, 6.256370], [1.081096, -7.926738, 6.141490], [1.151899, -7.197107, 4.965413], [-1.265388, -8.441547, 3.206709], [-1.548422, -9.842282, 5.241721], [0.010219, -9.487086, 7.158870], [1.779005, -7.738722, 6.945438], [1.905098, -6.427138, 4.834653], [-0.949055, 4.659076, 5.165313], [0.190759, 5.270144, 5.487397], [0.777244, 5.197131, 6.740376], [0.148452, 4.442396, 7.715474], [-1.037331, 3.799707, 7.401067], [-1.544463, 3.941347, 6.117804], [0.651019, 5.848363, 4.693611], [1.704739, 5.714119, 6.942844], [0.577510, 4.352545, 8.704836], [-1.555516, 3.197558, 8.134545], [-2.469382, 3.450337, 5.830518]], "forces_ev_per_a": [[-0.593, 1.010, -0.180], [0.350, -0.881, -0.337], [0.521, -0.542, -0.133], [0.575, 0.041, 0.072], [0.127, 0.090, -0.738], [-0.739, -0.130, 0.047], [0.554, 0.424, -0.449], [-1.330, 0.312, 0.916], [0.476, -0.121, -0.108], [0.231, -0.105, -0.234], [0.562, -0.354, -0.326], [0.003, 0.169, 0.034], [-0.085, -0.018, -0.008], [-0.215, 0.119, 0.168], [0.777, -0.117, 1.130], [-0.022, -0.748, -0.943], [0.090, 0.904, 0.048], [-0.465, -0.546, -0.326], [0.209, 0.139, 0.132], [-0.361, 0.022, -0.417], [-0.889, 0.125, 0.786], [2.310, -0.385, -0.809], [-0.384, -0.389, 0.187], [-0.518, 0.543, 0.856], [-1.065, 0.212, -0.470], [-0.104, 0.645, 0.346], [0.316, -0.528, -0.380], [0.110, 0.503, 0.058], [0.095, -0.900, 0.043], [-0.648, 0.474, 0.318], [0.491, -0.220, 0.091], [-0.203, -0.165, -0.345], [-0.021, -0.158, 0.204], [0.138, 0.268, -0.044], [-0.234, -0.003, -0.017], [-0.202, -0.046, 0.246], [0.205, -0.090, 0.042], [0.070, 0.210, 0.138], [0.077, -0.132, 0.324], [-0.259, -0.169, 0.002], [0.111, 0.304, 0.404], [0.056, 0.372, 0.181], [0.019, -0.302, 0.127], [-0.012, -0.259, -0.017], [0.059, 0.258, 0.022], [0.161, -0.160, -0.070], [0.004, 0.005, -0.201], [-0.057, 0.223, -0.061], [-0.066, -0.282, -0.168], [0.148, -0.042, -0.144], [-0.222, -0.104, 0.066], [-0.152, -0.064, -0.139], [-0.107, 0.239, 0.271], [0.056, -0.235, -0.042], [-0.187, -0.008, 0.235], [0.165, 0.258, 0.002], [-0.181, 0.454, -0.148], [0.215, 0.215, -0.169], [0.024, -0.018, 0.019], [-0.036, 0.048, -0.065], [0.032, 0.028, 0.008], [0.002, -0.041, 0.000], [-0.080, -0.052, -0.022], [0.014, 0.059, 0.002], [-0.007, -0.053, 0.004], [-0.011, 0.005, -0.019], [-0.005, -0.003, -0.001], [0.019, -0.048, -0.089], [0.031, -0.006, 0.026], [-0.043, -0.020, -0.027], [0.080, 0.035, 0.021], [-0.022, 0.120, 0.050], [0.004, -0.168, -0.166], [-0.004, 0.044, -0.015], [0.027, 0.014, 0.056], [-0.003, -0.038, -0.027], [0.022, 0.004, 0.002], [-0.025, -0.007, 0.071], [0.190, -0.123, -0.014], [-0.059, -0.023, 0.034], [-0.112, -0.007, 0.072], [0.031, 0.081, 0.038], [0.012, -0.035, 0.030], [-0.026, -0.011, -0.047], [0.000, 0.021, -0.023], [0.022, 0.036, 0.186], [-0.018, 0.002, -0.056], [0.010, 0.020, 0.003], [-0.004, 0.002, -0.002], [-0.001, 0.000, 0.026], [-0.011, -0.100, -0.038], [0.003, -0.009, 0.103], [-0.027, 0.047, -0.110], [0.013, 0.012, -0.003], [0.002, -0.030, 0.060], [-0.021, -0.012, -0.005], [0.007, 0.083, -0.111], [-0.030, -0.043, 0.028], [-0.007, -0.002, -0.022], [0.001, -0.002, 0.000], [0.013, 0.017, -0.009], [0.028, -0.015, 0.047], [0.036, -0.181, -0.022], [-0.032, 0.066, -0.179], [0.000, -0.025, 0.006], [0.038, -0.027, 0.081], [-0.033, -0.039, -0.016], [0.045, -0.039, -0.037], [0.033, 0.022, 0.031], [-0.002, 0.021, -0.016], [-0.010, 0.011, 0.008], [-0.039, 0.008, -0.013], [-0.031, 0.031, 0.068]], "homo_ha": -0.411, "gap_ev": 7.33, "lumo_ev": -3.85, "total_charge": 1}


{"formula": "C5H8Cl2N3O", "method": "the ωB97M-V functional and the def2-TZVPD basis", "elements": ["C", "C", "C", "C", "C", "N", "N", "N", "O", "Cl", "Cl", "H", "H", "H", "H", "H", "H", "H", "H"], "xyz": [[-0.635558, 1.757868, 2.345000], [-0.387823, 0.303464, 0.111500], [0.936673, 1.243864, 1.761534], [-0.901106, -1.858406, -0.872989], [0.580924, -0.167256, -1.984864], [-1.472751, 0.815899, 2.018290], [-1.254378, 0.028286, 1.054563], [0.106889, -0.753784, -0.754519], [-0.587561, 2.802783, 2.914013], [1.723186, -0.094050, 2.497686], [2.068254, 2.367314, 1.170030], [-0.049091, 1.300429, -0.296750], [-1.450067, -2.075677, 0.006000], [-1.725177, -1.621807, -1.489684], [-0.267117, -2.829975, -1.124091], [-0.098854, 0.278925, -2.599121], [1.311667, 0.605672, -1.852914], [1.157621, -0.905831, -2.698889], [0.944269, -1.197718, -0.204795]], "forces_ev_per_a": [[2.469, 1.567, -0.505], [1.085, 3.301, 0.578], [0.362, -0.594, -0.037], [2.170, -3.107, -0.701], [4.044, -2.368, -2.372], [-2.111, 0.073, 0.877], [0.703, -1.436, -0.973], [0.458, -1.504, 2.452], [-0.322, -0.809, -0.219], [-0.461, 0.284, -0.128], [-0.689, -0.077, 0.271], [-0.996, -0.938, 0.620], [0.396, 0.170, 1.584], [-0.187, 0.447, -1.665], [-1.751, 2.082, -0.040], [-2.792, 0.830, -1.091], [0.495, 0.339, 0.921], [-1.319, 0.865, 1.779], [-1.555, 0.874, -1.352]], "homo_ha": [-0.480, -0.480], "gap_ev": [7.13, 7.13], "de_lowest_ev": 5.462, "smiles": "C[NH+](C)C=[N+]=NC([O-])=C(Cl)Cl", "lumo_ev": [-5.93, -5.93], "total_charge": 1}